Below is a structure of composition C23H70N4O11 in a non-equilibrium geometry, with properties calculated with wB97M-V/def2-TZVPD.

Molar mass   578.830 g mol⁻¹
Relative energy (zero: lowest compared OMol25 entry of this formula, charge and spin)   29.184 eV
Orbital gap   7.022 eV
HOMO level   -6.68 eV
LUMO level   0.34 eV

Structure (XYZ):
```
108
Properties=species:S:1:pos:R:3:forces:R:3:mulliken_charge:R:1
C -1.86536 -3.43271 0.21042 -4.1 -0.2 1.8 -0.41
C -3.42102 -3.54451 0.69845 1.8 -0.4 -0.2 -0.94
O -4.20108 -2.45662 0.20804 0.6 0.0 -0.3 -0.54
O -1.22741 -2.33871 0.81641 -3.3 -6.5 0.8 0.02
H -1.79063 -3.34832 -0.87373 -2.8 0.0 1.9 0.28
H -1.30210 -4.34020 0.42790 -0.4 -0.5 0.5 0.39
H -3.49167 -3.57958 1.78559 0.3 0.1 0.1 0.40
H -3.78865 -4.50735 0.34365 -0.3 0.0 -0.3 0.38
H -4.89568 -2.24130 0.83476 0.1 -0.1 0.0 0.32
H -1.53836 -1.56016 0.34869 -0.4 -0.5 0.2 0.42
C 3.34514 1.68154 0.29398 0.8 2.2 1.8 -1.37
O 3.20139 2.09392 -1.02115 0.9 -1.3 7.1 -0.38
H 4.40890 1.51079 0.45946 -0.1 -0.7 0.4 0.41
H 3.09027 2.60269 0.81798 0.0 -0.1 1.0 0.54
H 2.64481 0.92538 0.64874 1.1 0.7 -1.0 -0.85
H 3.63896 2.94506 -1.09659 0.7 0.8 1.3 0.58
C -0.25538 0.66660 4.67504 0.8 -1.6 0.8 -0.73
O 0.25575 1.81954 4.14188 -1.1 3.5 1.4 -0.58
H -1.02208 0.92648 5.40491 0.4 -0.8 0.1 0.44
H -0.58268 -0.00536 3.88166 -0.8 -0.1 0.4 0.34
H 0.59923 0.15206 5.11434 -0.2 -0.4 0.6 0.30
H 0.24834 1.74371 3.18491 -2.4 1.8 0.7 0.54
C -0.44006 -0.13267 -3.55425 -5.2 4.4 -2.0 -0.53
O -1.00770 1.12601 -3.18222 1.2 0.2 0.4 -0.51
H -0.43707 -0.97995 -2.86853 -4.6 3.0 1.9 0.61
H -1.06790 -0.43563 -4.39218 0.0 -0.8 0.1 0.38
H 0.53025 -0.10866 -4.05027 -0.4 2.0 0.3 0.58
H -1.95949 1.06418 -3.07323 -0.1 -0.2 -0.3 0.36
C 2.18730 1.48661 -3.22961 1.7 1.6 -2.0 -0.78
O 3.11690 2.56574 -2.99955 -0.6 0.4 -5.5 -0.90
H 2.57451 0.58139 -2.76190 -0.1 1.1 -0.2 0.45
H 1.21836 1.92757 -2.99552 -0.3 -1.1 0.4 0.23
H 2.17500 1.17052 -4.27270 0.0 0.6 -0.6 0.39
H 3.16267 2.42349 -2.05126 -0.7 0.2 -5.3 0.73
C -2.67359 2.06668 3.96566 0.5 0.4 0.0 0.37
O -3.00702 3.43291 3.87799 -0.7 0.2 -0.1 -0.55
H -2.01237 1.93747 4.82251 -0.9 0.0 -0.2 0.17
H -3.52105 1.38216 3.92893 -0.4 0.1 0.5 0.32
H -2.10134 1.77550 3.08484 -1.0 1.7 1.8 0.02
H -3.59950 3.57890 4.61910 -0.1 0.5 0.0 0.32
C -0.55867 -3.26301 -1.98088 0.5 -3.4 -4.7 -1.97
C 0.81597 -3.00678 -2.58335 2.1 -2.3 -3.5 2.04
C 1.52955 -4.28474 -3.19975 0.0 0.8 1.0 -1.06
O 2.24847 -4.99846 -2.17725 0.3 -0.5 0.1 -0.30
C 3.29565 -5.80447 -2.74694 -0.6 0.8 -0.3 -0.87
N 0.64883 -1.97828 -3.64091 2.6 -4.5 -0.9 -0.35
H -1.10103 -2.33980 -1.77684 -1.7 -1.2 -2.0 0.87
H -0.63044 -3.85861 -1.07083 2.1 -0.2 -1.9 0.38
H -1.08319 -3.83165 -2.74875 -0.6 -0.2 -0.2 0.66
H 1.44414 -2.58228 -1.80020 0.5 -1.3 -1.2 -0.34
H 2.27162 -3.88006 -3.88798 0.0 0.0 -0.4 0.51
H 0.91163 -5.03274 -3.69650 -0.4 0.2 -0.3 0.38
H 3.61191 -6.63034 -2.10973 -0.3 0.3 0.3 0.25
H 4.13771 -5.15197 -2.97781 0.3 0.0 0.1 0.32
H 2.97626 -6.22983 -3.69833 -0.2 -0.2 -0.1 0.33
H 1.50964 -1.69880 -4.08927 0.8 -0.9 -0.2 0.47
H 0.41544 -1.11985 -3.16265 4.4 -3.4 -0.2 -2.62
C -2.06602 2.55582 -0.65458 -0.5 0.3 -0.4 -0.47
C -3.37849 3.27763 -1.00716 1.1 0.1 0.2 0.23
C -3.52443 4.52620 -0.11141 -0.5 0.4 0.8 -0.72
O -2.39103 5.35872 -0.14962 1.0 -0.8 0.0 -0.30
C -2.29667 6.46024 0.75281 0.5 -0.9 -1.1 -0.73
N -3.35198 3.63205 -2.42559 -0.3 -1.0 0.6 -0.56
H -1.88690 1.67568 -1.27214 -0.3 0.6 -0.1 -0.67
H -2.02205 2.14552 0.35428 0.3 1.5 -0.7 -0.35
H -1.29763 3.30117 -0.85985 0.4 -0.3 0.3 0.58
H -4.21141 2.58261 -0.90095 -0.3 0.2 0.5 0.37
H -3.72801 4.23722 0.91968 0.0 -0.3 0.3 0.28
H -4.35000 5.17509 -0.40379 -0.7 -0.3 -0.4 0.53
H -1.26809 6.77396 0.57476 -0.3 0.8 -0.2 0.25
H -2.26940 6.22466 1.81670 -0.8 -0.4 0.1 0.25
H -3.06918 7.16210 0.43861 0.2 0.5 0.5 0.30
H -2.49201 4.12273 -2.62510 -0.3 0.6 -0.3 0.29
H -4.21410 4.14461 -2.54443 0.4 0.6 -0.8 0.28
C 1.80390 -0.16583 -1.17532 -0.6 -0.1 2.0 -0.73
C 0.98034 -0.80323 -0.10884 -5.1 1.5 0.1 2.98
C -0.25224 0.13279 0.25020 0.3 -0.1 -2.0 -0.25
O -1.21984 -0.47125 1.16607 1.3 7.1 -0.3 -0.37
C -2.06397 0.48510 1.71196 0.1 -0.3 1.2 -2.19
N 0.50257 -2.07914 -0.61432 2.3 4.3 4.0 0.07
H 1.84939 0.86952 -0.83758 -0.7 -0.6 -1.5 1.13
H 1.48297 -0.28894 -2.20969 -0.2 -0.3 1.4 -0.73
H 2.80527 -0.56886 -1.02392 0.3 -0.1 -0.7 0.33
H 1.51950 -0.84921 0.83736 -2.4 1.0 -2.2 -0.94
H -0.75534 0.43995 -0.66667 -0.2 -0.3 0.0 -0.29
H 0.20127 1.05538 0.61248 -1.1 0.3 0.0 1.41
H -1.47592 1.16500 2.32842 0.9 -1.1 -1.0 0.09
H -2.74992 -0.05924 2.36102 0.0 0.0 0.1 0.69
H -2.64667 1.20883 1.14207 -0.3 -1.2 -0.4 0.90
H 0.08193 -2.69654 0.06536 0.7 1.7 -0.6 0.18
H -0.27311 -1.89679 -1.23494 2.4 1.9 2.0 -1.93
C 1.40756 0.38734 2.37259 0.0 -0.9 0.1 -0.86
C 2.75144 -0.27380 2.70292 -0.3 1.2 2.4 0.64
C 3.30350 -1.09430 1.60374 2.2 0.2 -1.5 -1.19
O 2.44333 -1.92153 0.91358 2.8 -5.8 1.4 -0.22
C 1.74024 -3.02731 1.48153 -0.1 0.1 1.1 -0.96
N 3.66183 0.77982 3.20184 1.0 -0.6 -0.7 -0.86
H 0.60085 -0.32472 2.54658 0.1 -0.2 -1.0 -0.13
H 1.37808 0.81298 1.36957 0.3 -0.7 1.3 0.17
H 1.04457 1.22187 2.97250 4.6 -2.4 -1.1 0.94
H 2.83668 -1.03455 3.47886 -1.5 0.3 0.9 0.27
H 4.19040 -1.65301 1.90272 0.2 0.2 0.3 0.43
H 3.58214 -0.39869 0.81218 0.7 -0.7 0.2 0.29
H 1.01854 -3.41536 0.76273 1.9 -0.8 0.0 0.27
H 0.97591 -2.72684 2.19819 0.4 0.6 0.8 0.20
H 2.38900 -3.78175 1.92654 0.1 0.0 -0.1 0.49
H 3.22510 1.28734 3.95801 -0.1 -0.1 0.0 0.34
H 3.84601 1.44543 2.46487 0.1 0.2 0.2 0.31
```
Forces are in eV/Å.